80
Properties=species:S:1:pos:R:3:forces:R:3 method="wB97M-V/def2-TZVPD" e_homo_ev=-4.5 gap_ev=6.73 total_charge=-1 total_energy_ha=-4784.299314 largest_force_ev_per_a=0.6
Ag 0.244036 0.237908 0.094076 0.285 0.477 0.175
C -0.641672 4.390153 -1.474533 -0.018 0.002 -0.005
C -0.767196 2.991315 -0.926152 0.012 -0.014 0.008
N 0.268026 2.327620 -0.553948 -0.036 0.054 -0.139
N 1.507013 2.948194 -0.695043 0.012 0.009 -0.021
C 2.495052 2.135555 -0.811042 -0.017 0.011 0.072
S 2.510698 0.399930 -0.889201 0.064 -0.052 -0.095
S 4.105412 2.936322 -0.810411 -0.062 0.067 -0.014
C 4.486506 2.590091 0.942709 0.042 -0.163 0.027
C 3.530970 3.246087 1.895476 0.003 0.006 -0.059
C 2.448758 2.526689 2.389344 -0.065 0.007 -0.013
C 1.504091 3.136418 3.202373 -0.015 0.033 0.065
C 1.646810 4.472114 3.549221 0.041 0.007 -0.014
C 2.730620 5.197456 3.066047 -0.026 -0.017 0.005
C 3.660311 4.588912 2.237387 0.005 0.002 0.024
C -2.112836 2.398160 -0.815774 0.001 0.021 0.020
C -3.174763 3.272991 -0.544001 0.001 -0.006 -0.003
C -4.486100 2.858355 -0.455252 -0.004 -0.010 -0.013
C -4.767187 1.507252 -0.683015 0.010 0.002 0.004
C -3.758594 0.622889 -0.971763 0.005 -0.003 -0.001
C -2.386327 1.005464 -1.039493 0.007 -0.049 -0.026
O -1.507078 0.106831 -1.328108 -0.031 0.088 -0.108
H 0.329102 4.534395 -1.936691 0.003 0.000 -0.010
H -0.721905 5.112006 -0.657265 0.010 -0.004 0.000
H -1.438505 4.589740 -2.187680 -0.002 0.003 0.005
H 5.511549 2.931735 1.092102 -0.014 0.065 -0.032
H 4.466260 1.506269 1.063099 0.023 0.016 0.011
H 2.312172 1.490294 2.101255 0.019 -0.027 0.002
H 0.648637 2.563702 3.541378 0.035 0.029 -0.022
H 0.912164 4.950675 4.185210 -0.002 0.002 -0.008
H 2.841990 6.243719 3.324611 0.001 -0.003 0.002
H 4.485093 5.165244 1.831939 0.001 -0.012 0.008
H -2.952458 4.321123 -0.379296 0.014 0.001 -0.001
H -5.273253 3.563217 -0.221967 -0.002 -0.004 0.004
H -5.790718 1.150774 -0.632310 0.001 0.003 0.005
H -3.967610 -0.425421 -1.150414 -0.012 0.005 -0.002
C -1.176460 -4.552447 3.183870 -0.002 0.013 0.007
C -0.201041 -4.993824 2.098567 -0.009 -0.017 -0.019
C 1.164248 -4.313047 2.201416 0.025 -0.016 -0.002
C 1.101168 -2.783694 2.160732 0.067 -0.049 -0.035
Ge 0.214569 -2.105555 0.550146 -0.142 -0.136 0.205
C 1.142653 -2.856947 -1.014385 -0.073 -0.058 -0.014
C 0.741265 -2.359025 -2.409570 0.039 0.032 -0.006
C -0.348441 -3.192915 -3.077895 -0.009 0.001 -0.032
C -1.679267 -3.191567 -2.333061 -0.024 -0.028 0.029
H -2.103440 -5.126255 3.141213 0.000 -0.002 -0.006
H -1.437429 -3.497862 3.079186 0.001 0.000 0.000
H -0.741378 -4.687991 4.177599 0.001 -0.005 -0.003
H -0.642840 -4.791867 1.115808 0.009 0.006 0.000
H -0.061695 -6.077852 2.144427 0.003 0.002 0.021
H 1.807539 -4.680068 1.395730 -0.009 0.005 -0.004
H 1.642313 -4.627007 3.136896 -0.005 0.005 0.002
H 2.108987 -2.362042 2.172649 0.000 0.025 -0.002
H 0.583326 -2.376002 3.025690 -0.006 -0.027 0.008
H -1.301886 -2.341080 0.523302 0.011 -0.056 0.083
H 0.997830 -3.944303 -0.948496 0.028 0.003 0.014
H 2.203240 -2.676618 -0.823587 -0.002 0.050 -0.006
H 1.627085 -2.368754 -3.050950 0.005 -0.014 0.003
H 0.419174 -1.316153 -2.365582 -0.024 -0.006 -0.005
H 0.007492 -4.223390 -3.201286 0.002 0.002 0.005
H -0.501437 -2.801362 -4.087780 -0.017 0.013 0.009
H -1.615280 -3.756378 -1.399086 0.008 0.004 -0.009
H -2.464775 -3.653550 -2.935506 -0.001 -0.003 0.001
H -1.980584 -2.172254 -2.080359 0.022 0.002 -0.027
F -0.242244 -1.186039 9.536205 -0.072 0.072 -0.027
C -1.079916 -0.279186 8.979614 -0.005 -0.003 0.054
F -0.811693 0.897214 9.592695 -0.025 -0.096 -0.029
F -2.328629 -0.630858 9.343523 0.102 0.029 -0.006
C -0.910288 -0.193007 7.495995 0.019 0.000 0.006
C 0.335234 0.158181 6.985770 0.007 -0.004 -0.002
C 0.523923 0.243700 5.620425 0.014 0.019 -0.009
C -0.531641 -0.014977 4.735618 0.028 0.001 0.010
C -1.775746 -0.367009 5.265584 -0.035 0.007 0.015
C -1.964561 -0.456255 6.634879 -0.009 -0.006 -0.029
C -0.336479 0.062381 3.321671 -0.097 0.033 0.022
C -0.187829 0.110214 2.116907 -0.107 -0.361 -0.072
H 1.157636 0.363944 7.659588 -0.007 -0.003 0.006
H 1.490979 0.514648 5.217246 -0.010 0.011 -0.004
H -2.594329 -0.566818 4.587228 0.006 0.004 -0.002
H -2.932935 -0.729176 7.030943 0.005 0.001 0.003

77
Properties=species:S:1:pos:R:3:forces:R:3 method="wB97M-V/def2-TZVPD" e_homo_ev=-3.5 gap_ev=5.62 de_lowest_kcal_mol=0.0 total_charge=-1 total_energy_ha=-6036.810223 largest_force_ev_per_a=0.5
Ba -1.637822 -0.762580 -0.406744 0.224 0.240 0.440
O 0.076306 -0.625606 -2.265407 0.008 0.285 -0.081
C -0.164474 0.216730 -3.237419 -0.145 -0.391 -0.124
C -0.567580 -0.281569 -4.507413 0.050 -0.009 0.048
C -0.909812 0.551646 -5.545632 -0.005 0.009 -0.051
C -0.866902 1.940541 -5.390595 0.007 0.025 0.023
C -0.460887 2.452860 -4.178021 0.014 -0.044 0.028
C -0.099495 1.627467 -3.106076 0.009 0.082 -0.015
C 0.360588 2.241788 -1.855076 -0.095 -0.118 -0.126
N 0.400760 3.498597 -1.689129 0.070 0.006 0.076
C 0.857229 4.008345 -0.412787 0.020 -0.047 -0.078
C -0.340895 4.399342 0.450190 -0.043 -0.004 0.082
N -0.790041 3.230238 1.188489 0.017 -0.003 -0.005
C -1.956011 2.751380 1.026020 -0.012 0.010 -0.029
C -3.094402 3.203373 0.201590 -0.065 0.062 -0.016
C -3.565387 4.513499 0.197293 0.002 -0.022 -0.017
C -4.687218 4.872608 -0.532255 0.035 0.043 0.036
C -5.349352 3.893038 -1.268437 -0.036 -0.035 -0.034
C -4.916547 2.581586 -1.266243 -0.013 0.116 0.036
C -3.781161 2.193176 -0.524892 0.049 -0.182 0.018
O -3.363409 0.958425 -0.504449 -0.062 0.206 -0.058
H -0.600636 -1.359292 -4.622997 -0.010 -0.002 0.004
H -1.221134 0.123242 -6.492631 0.001 0.000 0.003
H -1.147411 2.600895 -6.200876 -0.003 -0.017 -0.014
H -0.410806 3.521793 -4.012740 -0.003 0.004 -0.014
H 0.686064 1.536593 -1.078644 0.020 0.099 0.073
H 1.478045 4.887579 -0.600879 -0.022 0.014 -0.008
H 1.457857 3.273128 0.138052 0.013 0.004 0.031
H -1.099307 4.841488 -0.199527 0.006 0.013 -0.018
H -0.031217 5.148291 1.184862 0.010 -0.005 -0.003
H -2.155386 1.834312 1.581884 0.013 -0.027 0.008
H -3.054239 5.259129 0.795977 0.003 -0.002 0.000
H -5.042285 5.895036 -0.524640 -0.005 -0.004 -0.005
H -6.224839 4.163753 -1.849021 0.001 -0.014 -0.005
H -5.437422 1.819920 -1.832982 0.006 -0.015 -0.003
C 2.848577 0.848779 1.741759 0.051 -0.035 -0.025
As 1.884501 -0.462841 0.656722 -0.069 0.132 -0.056
C 2.934737 -0.191503 -0.983880 0.028 0.018 0.056
C 2.796260 -2.111416 1.212355 -0.016 0.050 0.017
C 3.942839 -2.073254 2.004317 -0.029 -0.034 -0.031
C 4.584434 -3.239668 2.390928 0.003 -0.011 0.004
C 4.089707 -4.467596 1.977425 0.027 -0.010 0.022
C 2.953162 -4.515809 1.186307 -0.026 0.066 -0.016
C 2.291789 -3.349187 0.803753 -0.031 -0.145 -0.030
As 0.650934 -3.451579 -0.281360 0.117 -0.062 0.054
C 0.027495 -5.234538 0.248785 -0.029 0.020 -0.009
C 1.492545 -3.971902 -1.974795 -0.022 0.050 0.038
H 3.918501 0.837661 1.530261 0.000 0.019 0.018
H 2.656673 0.663271 2.795374 0.021 -0.007 0.025
H 2.444959 1.828344 1.490342 -0.032 0.005 0.009
H 3.970311 -0.488227 -0.816354 0.007 0.010 -0.030
H 2.893726 0.866757 -1.244238 0.014 -0.011 -0.018
H 2.481865 -0.755166 -1.796439 0.002 -0.015 0.000
H 4.338121 -1.123004 2.338116 0.002 0.004 0.001
H 5.467828 -3.188414 3.016014 -0.001 -0.004 0.000
H 4.582430 -5.385646 2.273952 0.003 0.003 0.001
H 2.574957 -5.481260 0.874231 0.002 -0.004 -0.002
H 0.729823 -6.020495 -0.026602 0.001 -0.008 0.009
H -0.921228 -5.417072 -0.255895 0.001 0.006 -0.002
H -0.150671 -5.251154 1.323003 0.006 -0.014 0.000
H 2.199783 -4.786366 -1.818046 0.015 0.003 -0.024
H 1.999604 -3.101918 -2.388352 0.007 -0.013 -0.015
H 0.716885 -4.280332 -2.675627 -0.002 -0.006 0.000
C -2.479893 -2.461736 1.826491 0.037 -0.341 -0.089
C -1.530996 -1.757901 2.614352 -0.175 0.029 -0.055
C -1.741662 -0.398249 2.980065 0.033 -0.031 -0.098
C -0.801809 0.334372 3.682049 0.064 0.041 0.080
C 0.399867 -0.237908 4.092094 -0.099 -0.073 -0.095
C 0.636679 -1.568776 3.743601 0.071 0.072 0.042
C -0.278316 -2.298500 3.012557 -0.030 -0.068 0.000
H -3.519948 -2.156453 1.924269 0.005 0.056 -0.052
H -2.342634 -3.538334 1.735122 -0.024 0.011 0.073
H -2.694868 0.056562 2.724337 -0.004 0.006 -0.004
H -1.012543 1.372080 3.917330 0.006 0.000 -0.001
H 1.123309 0.331516 4.660604 0.006 0.001 0.006
H 1.563844 -2.046428 4.045604 0.001 0.000 -0.007
H -0.062353 -3.337460 2.780624 0.002 0.010 0.001

76
Properties=species:S:1:pos:R:3:forces:R:3 method="wB97M-V/def2-TZVPD" e_homo_ev=-3.7 gap_ev=3.35 de_lowest_kcal_mol=37.7 total_energy_ha=-2483.983924 largest_force_ev_per_a=2.7
C -1.900022 -0.470440 5.807067 -0.915 0.125 -0.588
C -2.408349 0.017399 4.562706 -0.368 -0.825 0.152
C -1.936084 -0.836545 3.527502 -0.868 -0.045 0.133
H -3.106217 0.837985 4.434083 0.507 0.031 -0.021
C -1.248937 -1.911680 4.131757 -0.806 -0.562 0.568
C -1.250540 -1.703187 5.545054 0.053 -0.691 -0.273
H -0.902562 -2.405254 6.310033 0.175 0.501 -0.447
H -2.050131 -0.001983 6.772609 0.031 -0.178 -0.119
H -2.139021 -0.761117 2.458477 0.243 0.068 0.391
H -0.879625 -2.761268 3.567847 0.203 0.216 0.208
Be -0.433157 -0.229417 4.563412 -0.604 -0.334 -0.019
Si 0.840106 0.012882 0.059219 0.092 -0.976 0.240
C -0.245689 1.529540 0.070340 0.322 0.885 0.217
C 0.225405 2.484545 -0.859804 -1.003 1.039 -0.025
H 1.200127 2.369936 -1.332836 -0.301 -0.180 0.075
C -0.559615 3.587481 -1.245194 0.189 -0.251 0.534
H -0.185470 4.271702 -2.007426 -0.092 -0.141 0.173
C -1.813480 3.800158 -0.658680 0.118 -0.184 0.002
H -2.426457 4.657901 -0.975861 0.263 -0.502 0.243
C -2.258747 2.910696 0.332350 0.390 -0.043 -0.127
H -3.215987 3.112116 0.814860 0.169 -0.175 -0.048
C -1.480013 1.796726 0.710105 -0.183 0.679 -0.614
H -1.859232 1.148550 1.499356 0.153 -0.003 -0.254
C -0.159663 -1.540367 -0.063553 -0.117 0.274 1.800
C -1.392496 -1.578089 -0.752664 -0.343 -0.944 -0.165
H -1.883994 -0.649794 -1.046334 0.257 -0.142 -0.202
C -2.024266 -2.801585 -1.021434 0.256 0.337 0.284
H -2.958629 -2.826075 -1.587997 0.249 0.088 0.164
C -1.485783 -4.005415 -0.544005 -0.015 -0.139 -0.154
H -1.971446 -4.964155 -0.781058 0.269 0.522 0.160
C -0.340730 -3.963190 0.261337 -0.002 0.211 -0.010
H 0.039525 -4.902057 0.678476 -0.064 0.350 -0.032
C 0.285174 -2.741689 0.547346 -0.502 -0.791 -0.534
H 1.105461 -2.720445 1.267976 -0.001 0.017 -0.330
H 2.138008 -0.055063 0.922759 -1.039 0.094 -0.026
Si 2.419458 0.281755 -3.920424 0.283 -0.002 0.078
C 1.595147 -1.331092 -4.324996 0.260 -0.765 -0.251
C 0.741164 -1.440116 -5.441469 -0.065 -0.228 0.102
H 0.535108 -0.560479 -6.066181 -0.082 -0.327 0.415
C 0.184655 -2.677514 -5.800663 0.211 0.316 0.029
H -0.483503 -2.737122 -6.662262 0.179 0.017 0.262
C 0.507352 -3.828937 -5.082315 0.153 0.406 0.128
H 0.071848 -4.785500 -5.358060 0.070 0.130 0.055
C 1.419235 -3.744360 -4.029248 0.218 0.153 0.086
H 1.723506 -4.648449 -3.499978 -0.123 0.240 -0.105
C 1.976139 -2.512010 -3.663148 -0.274 -0.192 -0.239
H 2.747254 -2.471689 -2.885728 -0.487 -0.023 -0.105
C 1.249441 1.630456 -4.417168 0.215 0.538 -0.692
C -0.089567 1.671993 -4.020691 -0.364 0.224 -0.072
H -0.489267 0.910014 -3.337882 0.229 0.369 -0.181
C -0.944315 2.675764 -4.506290 0.223 -0.246 0.019
H -1.977034 2.714719 -4.157791 0.255 -0.031 -0.108
C -0.479274 3.616053 -5.427323 0.233 -0.324 0.275
H -1.147546 4.386342 -5.805322 0.127 -0.127 0.045
C 0.849086 3.556978 -5.857889 0.092 0.083 -0.125
H 1.215137 4.277103 -6.593395 -0.117 -0.205 0.215
C 1.708626 2.577796 -5.363221 -0.287 -0.221 0.286
H 2.741706 2.501500 -5.724821 -0.417 0.199 0.151
H 3.723120 0.391742 -4.629313 -0.289 0.119 -0.178
Cl 3.022501 0.442184 -1.943558 0.742 0.042 -0.908
C -0.894329 2.521929 5.008171 0.168 -0.499 -0.312
O -0.162948 1.364601 4.436343 1.671 2.116 -0.027
C 1.217745 1.685733 3.979250 -0.506 0.714 -0.114
C 2.066665 0.425957 4.108023 -0.760 -0.842 0.701
O 1.115037 -0.687707 4.398798 2.176 1.024 -0.138
C 1.773910 -1.913704 4.816932 0.091 0.118 0.240
H -0.401336 3.435571 4.673000 0.029 -0.204 0.080
H -0.890684 2.441725 6.106308 0.043 0.002 -0.464
H -1.920461 2.528634 4.618963 0.523 -0.162 0.144
H 1.177261 2.040269 2.928644 -0.254 -0.425 0.493
H 1.622424 2.510140 4.595170 -0.262 -0.499 -0.100
H 2.554981 0.209133 3.168794 0.107 -0.154 -0.288
H 2.789907 0.450756 4.938260 -0.339 0.153 -0.223
H 2.865772 -1.782365 4.720296 -0.596 -0.097 -0.092
H 1.527247 -2.109804 5.876481 0.076 0.099 -0.569
H 1.421354 -2.726815 4.177863 0.133 0.182 0.129